{
  "formula": "C3H7NO3S",
  "method": "ωB97M-V/def2-TZVPD",
  "e_tot_ev": -21689.4833,
  "homo_lumo_gap_ev": 10.044,
  "fmax_ev_per_a": 5.94,
  "molar_mass_g_mol": 137.16,
  "spin_multiplicity": 1,
  "e_above_lowest_kcal_mol": 57.4,
  "homo_energy_ha": -0.3684,
  "species": ["C", "C", "C", "N", "O", "O", "O", "S", "H", "H", "H", "H", "H", "H", "H"],
  "positions_angstrom": [[-1.82341, -1.63455, -0.33194], [-1.77344, -0.26346, -0.12471], [-0.76747, 0.72554, -0.48899], [-0.36191, 1.63755, 0.32913], [2.28510, 1.17370, -0.69870], [2.94002, -1.16141, -0.38801], [1.47009, -0.39174, 1.36062], [1.73456, -0.41844, -0.26492], [-2.65038, -2.10872, 0.06483], [-1.11021, -2.04941, -0.93763], [-2.55169, 0.21672, 0.45448], [-0.17998, 0.65086, -1.33866], [2.27145, -0.01918, 1.86434], [1.64720, 1.86039, -0.55087], [-1.12993, 1.78215, 1.05102]],
  "forces_ev_per_angstrom": [[0.1, 5.9, 0.6], [-1.1, -2.3, -0.3], [0.3, 0.7, 2.1], [-2.6, 0.5, -0.4], [0.5, -2.6, 0.5], [1.1, -0.6, -0.7], [1.3, 1.4, 0.3], [0.7, 1.5, 0.9], [-1.3, -1.4, 0.7], [1.6, -1.5, -1.2], [-0.3, -0.3, 0.3], [0.7, -0.5, -1.8], [-1.4, -0.8, -1.2], [-1.2, 0.6, 0.5], [1.5, -0.5, -0.4]]
}